Formula: C3H8NO
Source: the OMol25 dataset
Level of theory: ωB97M-V/def2-TZVPD

```
13
C3H8NO, DFT ωB97M-V/def2-TZVPD
C -0.336 -0.181 0.584
N 0.353 0.427 -0.607
C 1.598 -0.453 -0.884
O 2.504 -0.622 0.053
C -1.745 0.455 0.684
H -0.527 -1.203 0.273
H 0.483 -0.231 1.317
H 0.765 1.309 -0.312
H 2.035 0.171 -1.731
H 1.146 -1.335 -1.413
H -2.209 0.286 -0.289
H -1.748 1.516 0.921
H -2.320 -0.139 1.404
```

The value obtained for the energy above the lowest of the compared OMol25 structures with the same formula, charge and spin is 14.5 kcal/mol. The orbital gap is 6.59 eV. For the HOMO energy, the calculation gives -2.32 eV. The charge is -1. As for the structure (SMILES): CCNC[O-]. Its largest force on an atom is 0.04830 Eh/bohr.

Okay, here come the natural (NBO) numbers, in e, for every atom: atom 1 (C): -0.27, atom 2 (N): -0.70, atom 3 (C): 0.14, atom 4 (O): -0.93, atom 5 (C): -0.61, atom 6 (H): 0.17, atom 7 (H): 0.22, atom 8 (H): 0.32, atom 9 (H): 0.04, atom 10 (H): 0.05, atom 11 (H): 0.21, atom 12 (H): 0.19, atom 13 (H): 0.18

Formula: C3H8NO
Source: the OMol25 dataset
Level of theory: ωB97M-V/def2-TZVPD

```
13
C3H8NO, DFT ωB97M-V/def2-TZVPD
O -0.166 -1.526 -0.390
C 0.460 -1.202 0.636
C 0.727 0.292 1.002
N -0.389 1.174 0.153
C -0.528 0.784 -1.274
H 0.909 -1.903 1.310
H 0.429 0.627 2.041
H 1.776 0.587 0.887
H -1.337 1.069 0.640
H -0.116 2.186 0.296
H -1.265 0.054 -1.529
H 0.478 0.523 -1.852
H -0.773 1.604 -1.926
```

The value obtained for the energy above the lowest of the compared OMol25 structures with the same formula, charge and spin is 37.7 kcal/mol. The orbital gap is 10.95 eV. For the HOMO energy, the calculation gives -14.95 eV. The charge is +1. As for the structure (SMILES): C[NH2+]CC=O. Its largest force on an atom is 0.08522 Eh/bohr.

Okay, here come the natural (NBO) numbers, in e, for every atom: atom 1 (O): -0.47, atom 2 (C): 0.40, atom 3 (C): -0.30, atom 4 (N): -0.54, atom 5 (C): -0.46, atom 6 (H): 0.17, atom 7 (H): 0.25, atom 8 (H): 0.27, atom 9 (H): 0.45, atom 10 (H): 0.45, atom 11 (H): 0.27, atom 12 (H): 0.25, atom 13 (H): 0.24

Formula: C3H8NO
Source: the OMol25 dataset
Level of theory: ωB97M-V/def2-TZVPD

```
13
C3H8NO, DFT ωB97M-V/def2-TZVPD
C 0.996 -0.217 0.480
C -2.416 -0.248 -0.272
C -1.537 0.837 0.034
N 3.262 -0.033 -0.021
O 1.904 0.222 -0.213
H 1.144 -0.915 1.304
H -3.314 0.215 -0.716
H -2.721 -0.828 0.593
H -2.055 -0.880 -1.085
H -1.068 1.404 -0.760
H -1.445 1.217 1.039
H 3.463 -0.887 0.490
H 3.786 0.115 -0.874
```

The value obtained for the energy above the lowest of the compared OMol25 structures with the same formula, charge and spin is 146.3 kcal/mol. The orbital gap (alpha / beta) is 7.96 / 7.96 eV. For the HOMO energy (alpha / beta), the calculation gives -13.79 / -13.79 eV. The charge is +1. Its largest force on an atom is 0.06660 Eh/bohr.

Okay, here come the natural (NBO) numbers, in e, for every atom: atom 1 (C): 0.20, atom 2 (C): -0.76, atom 3 (C): 0.10, atom 4 (N): -0.50, atom 5 (O): -0.25, atom 6 (H): 0.14, atom 7 (H): 0.32, atom 8 (H): 0.26, atom 9 (H): 0.28, atom 10 (H): 0.22, atom 11 (H): 0.22, atom 12 (H): 0.37, atom 13 (H): 0.40

Formula: C3H8NO
Source: the OMol25 dataset
Level of theory: ωB97M-V/def2-TZVPD

```
13
C3H8NO, DFT ωB97M-V/def2-TZVPD
C 0.072 -0.939 0.261
C 0.517 -2.208 0.357
C -0.413 1.042 -1.046
N -0.758 -0.240 -0.664
H 0.359 -0.203 1.019
H 0.073 -2.918 -0.335
H 1.125 -2.599 1.156
H 0.017 1.804 -0.060
H -1.314 1.472 -1.531
H -1.623 -0.711 -0.883
H 0.365 1.150 -1.825
H 0.314 2.612 1.540
O 0.663 1.832 1.069
```

The value obtained for the energy above the lowest of the compared OMol25 structures with the same formula, charge and spin is 125.4 kcal/mol. The orbital gap is 6.56 eV. For the HOMO energy, the calculation gives -14.91 eV. The charge is +1. Its largest force on an atom is 0.11589 Eh/bohr.

Okay, here come the natural (NBO) numbers, in e, for every atom: atom 1 (C): -0.10, atom 2 (C): -0.22, atom 3 (C): -0.23, atom 4 (N): -0.32, atom 5 (H): 0.26, atom 6 (H): 0.22, atom 7 (H): 0.26, atom 8 (H): 0.36, atom 9 (H): 0.25, atom 10 (H): 0.45, atom 11 (H): 0.32, atom 12 (H): 0.50, atom 13 (O): -0.72

Formula: C3H8NO
Source: the OMol25 dataset
Level of theory: ωB97M-V/def2-TZVPD

```
13
C3H8NO, DFT ωB97M-V/def2-TZVPD
C -1.208 -0.255 -2.320
N -1.029 0.810 -1.644
H -2.008 -0.987 -2.132
H -0.628 -0.337 -3.260
H -0.166 1.331 -1.817
H -1.691 1.074 -0.931
O 0.551 0.405 0.171
C 1.107 0.481 1.263
C 0.865 -0.685 2.149
H 1.670 1.484 1.366
H 1.775 -0.995 2.691
H 0.705 -1.613 1.560
H 0.057 -0.712 2.905
```

The value obtained for the energy above the lowest of the compared OMol25 structures with the same formula, charge and spin is 32.1 kcal/mol. The orbital gap is 8.74 eV. For the HOMO energy, the calculation gives -13.96 eV. The charge is +1. Its largest force on an atom is 0.05494 Eh/bohr.

Okay, here come the natural (NBO) numbers, in e, for every atom: atom 1 (C): 0.14, atom 2 (N): -0.54, atom 3 (H): 0.24, atom 4 (H): 0.23, atom 5 (H): 0.46, atom 6 (H): 0.45, atom 7 (O): -0.64, atom 8 (C): 0.45, atom 9 (C): -0.75, atom 10 (H): 0.18, atom 11 (H): 0.25, atom 12 (H): 0.25, atom 13 (H): 0.27

Formula: C3H8NO
Source: the OMol25 dataset
Level of theory: ωB97M-V/def2-TZVPD

```
13
C3H8NO, DFT ωB97M-V/def2-TZVPD
C -1.199 -0.680 0.504
C -0.433 -0.428 1.548
C -1.112 0.072 -1.759
N -0.531 -0.435 -0.758
H -2.273 -0.731 0.519
H 0.636 -0.257 1.465
H -0.661 -0.348 2.604
H -0.648 0.519 -2.635
H -2.186 0.200 -1.880
H 0.491 -0.433 -0.710
H 3.254 0.464 0.095
H 2.347 1.435 0.759
O 2.316 0.621 0.249
```

The value obtained for the energy above the lowest of the compared OMol25 structures with the same formula, charge and spin is 26.7 kcal/mol. The orbital gap is 10.01 eV. For the HOMO energy, the calculation gives -15.11 eV. The charge is +1. Its largest force on an atom is 0.03660 Eh/bohr.

Okay, here come the natural (NBO) numbers, in e, for every atom: atom 1 (C): -0.09, atom 2 (C): -0.30, atom 3 (C): 0.11, atom 4 (N): -0.40, atom 5 (H): 0.25, atom 6 (H): 0.23, atom 7 (H): 0.25, atom 8 (H): 0.24, atom 9 (H): 0.23, atom 10 (H): 0.47, atom 11 (H): 0.50, atom 12 (H): 0.49, atom 13 (O): -0.97

Formula: C3H8NO
Source: the OMol25 dataset
Level of theory: ωB97M-V/def2-TZVPD

```
13
C3H8NO, DFT ωB97M-V/def2-TZVPD
C -1.244 -0.036 0.258
C -0.346 -1.043 -0.424
C 0.859 1.325 0.041
N 0.249 0.066 0.420
O -0.096 -2.284 -0.065
H -1.587 0.758 -0.381
H -1.683 -0.329 1.168
H -0.316 -0.677 -1.687
H 0.744 1.667 -1.077
H 0.324 1.920 0.644
H 1.941 1.533 0.201
H 0.448 -0.227 1.384
H 0.707 -2.673 -0.481
```

The value obtained for the energy above the lowest of the compared OMol25 structures with the same formula, charge and spin is 53.1 kcal/mol. The orbital gap is 13.26 eV. For the HOMO energy, the calculation gives -16.43 eV. The charge is +1. As for the structure (SMILES): C[N@H+]1C[C@@H]1O. Its largest force on an atom is 0.10876 Eh/bohr.

Okay, here come the natural (NBO) numbers, in e, for every atom: atom 1 (C): -0.23, atom 2 (C): 0.30, atom 3 (C): -0.43, atom 4 (N): -0.39, atom 5 (O): -0.65, atom 6 (H): 0.25, atom 7 (H): 0.25, atom 8 (H): 0.21, atom 9 (H): 0.25, atom 10 (H): 0.21, atom 11 (H): 0.26, atom 12 (H): 0.45, atom 13 (H): 0.53

Formula: C3H8NO2
Source: the OMol25 dataset
Level of theory: ωB97M-V/def2-TZVPD

```
14
C3H8NO2, DFT ωB97M-V/def2-TZVPD
C -2.000 -2.321 0.027
C -0.908 -1.571 -0.282
O 0.087 -1.255 0.557
H -2.708 -2.649 -0.708
H -2.163 -2.605 1.073
H -0.810 -1.165 -1.302
H 0.695 -0.459 -0.020
N 0.611 2.488 0.154
C 1.590 1.416 0.201
O 1.297 0.369 -0.705
H 0.280 2.648 -0.841
H -0.210 2.192 0.687
H 2.569 1.837 -0.101
H 1.669 1.076 1.261
```

The value obtained for the energy above the lowest of the compared OMol25 structures with the same formula, charge and spin is 45.9 kcal/mol. The orbital gap is 8.23 eV. For the HOMO energy, the calculation gives -3.75 eV. The charge is -1. Its largest force on an atom is 0.03757 Eh/bohr.

Okay, here come the natural (NBO) numbers, in e, for every atom: atom 1 (C): -0.66, atom 2 (C): 0.20, atom 3 (O): -0.77, atom 4 (H): 0.18, atom 5 (H): 0.18, atom 6 (H): 0.14, atom 7 (H): 0.48, atom 8 (N): -0.89, atom 9 (C): 0.10, atom 10 (O): -0.88, atom 11 (H): 0.35, atom 12 (H): 0.34, atom 13 (H): 0.11, atom 14 (H): 0.12

Formula: C3H8NO2
Source: the OMol25 dataset
Level of theory: ωB97M-V/def2-TZVPD

```
14
C3H8NO2, DFT ωB97M-V/def2-TZVPD
O -1.704 1.945 -1.472
C -2.514 1.609 -0.660
H -3.270 0.855 -0.948
H -2.522 1.988 0.368
C 0.876 -1.578 1.022
O 1.609 -1.890 2.095
C 1.350 -0.242 0.381
N 0.553 0.200 -0.775
H 0.921 -2.329 0.175
H -0.236 -1.479 1.188
H 1.279 0.548 1.133
H 2.402 -0.397 0.111
H 0.639 1.161 -1.036
H 0.617 -0.390 -1.582
```

The value obtained for the energy above the lowest of the compared OMol25 structures with the same formula, charge and spin is 87.2 kcal/mol. The orbital gap is 5.35 eV. For the HOMO energy, the calculation gives -2.01 eV. The charge is -1. Its largest force on an atom is 0.01790 Eh/bohr.

Okay, here come the natural (NBO) numbers, in e, for every atom: atom 1 (O): -0.50, atom 2 (C): 0.29, atom 3 (H): 0.10, atom 4 (H): 0.11, atom 5 (C): 0.00, atom 6 (O): -0.96, atom 7 (C): -0.24, atom 8 (N): -0.88, atom 9 (H): 0.04, atom 10 (H): 0.05, atom 11 (H): 0.16, atom 12 (H): 0.14, atom 13 (H): 0.35, atom 14 (H): 0.34

Formula: C3H8NO2
Source: the OMol25 dataset
Level of theory: ωB97M-V/def2-TZVPD

```
14
C3H8NO2, DFT ωB97M-V/def2-TZVPD
O -2.314 0.091 -0.475
C -1.557 -0.798 -0.258
C 0.020 -0.368 -0.415
C 0.573 -0.392 0.998
O 1.973 -0.260 0.798
N -0.136 1.070 -0.971
H -1.689 -1.883 -0.201
H 0.516 -1.039 -1.159
H 0.307 -1.174 1.710
H 0.045 0.515 1.645
H 2.538 0.116 1.418
H -0.525 1.063 -1.865
H -0.623 1.625 -0.280
H 0.871 1.434 -0.944
```

The value obtained for the energy above the lowest of the compared OMol25 structures with the same formula, charge and spin is 63.8 kcal/mol. The orbital gap is 11.20 eV. For the HOMO energy, the calculation gives -14.96 eV. The charge is +1. As for the structure (SMILES): [NH3+][C@H](C=O)CO. Its largest force on an atom is 0.11362 Eh/bohr.

Okay, here come the natural (NBO) numbers, in e, for every atom: atom 1 (O): -0.49, atom 2 (C): 0.44, atom 3 (C): -0.17, atom 4 (C): -0.10, atom 5 (O): -0.74, atom 6 (N): -0.67, atom 7 (H): 0.18, atom 8 (H): 0.27, atom 9 (H): 0.24, atom 10 (H): 0.18, atom 11 (H): 0.51, atom 12 (H): 0.45, atom 13 (H): 0.46, atom 14 (H): 0.46

Formula: C3H8NO3
Source: the OMol25 dataset
Level of theory: ωB97M-V/def2-TZVPD

```
15
C3H8NO3, DFT ωB97M-V/def2-TZVPD
N -1.254 2.157 -0.541
C -1.896 1.077 0.235
O -2.051 -0.141 -0.562
H -0.331 1.855 -0.707
H -1.848 2.199 -1.339
H -1.324 0.914 1.163
H -2.927 1.408 0.454
H -1.216 -0.730 -0.420
O 1.100 0.464 -0.070
C 1.049 -0.766 0.219
O 0.025 -1.510 0.361
C 2.442 -1.573 0.287
H 2.336 -2.250 1.161
H 2.605 -2.232 -0.579
H 3.293 -0.870 0.338
```

The value obtained for the energy above the lowest of the compared OMol25 structures with the same formula, charge and spin is 15.3 kcal/mol. The orbital gap is 9.09 eV. For the HOMO energy, the calculation gives -4.79 eV. The charge is -1. Its largest force on an atom is 0.05468 Eh/bohr.

Okay, here come the natural (NBO) numbers, in e, for every atom: atom 1 (N): -0.88, atom 2 (C): 0.08, atom 3 (O): -0.82, atom 4 (H): 0.40, atom 5 (H): 0.34, atom 6 (H): 0.17, atom 7 (H): 0.13, atom 8 (H): 0.51, atom 9 (O): -0.78, atom 10 (C): 0.79, atom 11 (O): -0.79, atom 12 (C): -0.74, atom 13 (H): 0.20, atom 14 (H): 0.20, atom 15 (H): 0.20

Formula: C3H8NO3
Source: the OMol25 dataset
Level of theory: ωB97M-V/def2-TZVPD

```
15
C3H8NO3, DFT ωB97M-V/def2-TZVPD
O -0.412 1.464 0.584
C -0.365 1.274 -0.647
O -0.159 0.175 -1.237
C -0.570 2.498 -1.546
H -0.639 2.197 -2.590
H -1.483 3.027 -1.261
H 0.247 3.205 -1.386
N 1.311 -0.930 1.526
C 0.753 -2.068 0.824
O -0.573 -1.860 0.408
H 0.703 -0.122 1.414
H 1.472 -1.106 2.505
H 1.350 -2.302 -0.065
H 0.710 -2.933 1.494
H -0.527 -1.144 -0.278
```

The value obtained for the energy above the lowest of the compared OMol25 structures with the same formula, charge and spin is 12.7 kcal/mol. The orbital gap is 8.98 eV. For the HOMO energy, the calculation gives -4.67 eV. The charge is -1. Its largest force on an atom is 0.01294 Eh/bohr.

Okay, here come the natural (NBO) numbers, in e, for every atom: atom 1 (O): -0.77, atom 2 (C): 0.78, atom 3 (O): -0.80, atom 4 (C): -0.73, atom 5 (H): 0.20, atom 6 (H): 0.20, atom 7 (H): 0.20, atom 8 (N): -0.90, atom 9 (C): 0.11, atom 10 (O): -0.78, atom 11 (H): 0.42, atom 12 (H): 0.33, atom 13 (H): 0.12, atom 14 (H): 0.12, atom 15 (H): 0.51

Question: Which of these has the lowest energy above the lowest of the compared OMol25 structures with the same formula, charge and spin?
Answer: number 12

Question: Number 10 is which compound?
Answer: C3H8NO2